C25H18MnN5O6 | ωB97M-V/def2-TZVPD

The calculation puts the total energy at -2839.5990 Ha. The frontier orbital gap (alpha / beta) comes out at 7.6 / 8.0 eV. The relative energy (zero: lowest compared OMol25 entry of this formula, charge and spin) is 0.0 kJ/mol. The HOMO energy (alpha / beta) is -11.447 / -11.751 eV. The LUMO energy (alpha / beta) comes out at -3.800 / -3.790 eV.

```
! wB97M-V def2-TZVPD RIJCOSX def2/J DEFGRID3
* xyz 1 6
Mn 0.59 -0.27 0.17
O 2.78 -3.60 -2.13
C 2.24 -2.64 -1.39
O 1.19 -2.11 -1.64
C 3.08 -2.27 -0.20
C 4.30 -2.83 0.11
C 4.95 -2.34 1.26
C 4.36 -1.34 2.01
C 3.12 -0.83 1.61
N 2.51 -1.30 0.53
C 2.41 0.30 2.38
O 2.99 0.75 3.34
O 1.28 0.65 1.88
H 2.19 -3.79 -2.88
H 4.74 -3.60 -0.49
H 5.91 -2.75 1.54
H 4.82 -0.92 2.89
O -6.50 1.19 -0.28
N -6.30 0.06 0.12
O -7.16 -0.75 0.38
C -4.88 -0.39 0.25
C -4.70 -1.71 0.44
C -3.38 -2.26 0.55
C -3.15 -3.62 0.80
C -1.86 -4.07 0.91
C -0.82 -3.15 0.76
N -1.01 -1.87 0.52
C -2.28 -1.41 0.42
C -2.49 0.01 0.21
N -1.38 0.77 0.12
C -1.49 2.08 0.06
C -2.73 2.72 0.05
C -3.88 1.96 0.08
C -3.78 0.55 0.16
H -5.56 -2.36 0.51
H -3.99 -4.29 0.91
H -1.64 -5.11 1.12
H 0.21 -3.47 0.85
H -0.57 2.65 0.04
H -2.78 3.79 0.01
H -4.84 2.43 0.05
N 1.43 0.92 -1.66
C 1.60 2.33 -1.42
C 2.44 2.77 -0.41
C 2.54 4.12 -0.13
C 1.80 5.04 -0.85
C 0.96 4.61 -1.87
C 0.86 3.25 -2.16
H 0.86 0.77 -2.48
H 2.33 0.48 -1.84
H 3.00 2.05 0.18
H 3.19 4.45 0.67
H 1.87 6.10 -0.63
H 0.39 5.32 -2.45
H 0.22 2.91 -2.97
*
```

C25H18N4O2 | ωB97M-V/def2-TZVPD

The calculation puts the total energy at -1332.8798 Ha. The frontier orbital gap comes out at 8.4 eV. The relative energy (zero: lowest compared OMol25 entry of this formula, charge and spin) is 69.1 kJ/mol. The HOMO energy is -8.754 eV. The SMILES is N#Cc1ccc2c(c1)CN(C(=O)Nc1ccc([C@@H]3C=NC(=O)c4ccccc43)cc1)C2. The LUMO energy comes out at -0.385 eV.

```
! wB97M-V def2-TZVPD RIJCOSX def2/J DEFGRID3
* xyz 0 1
N 4.81 8.27 -4.52
C 4.21 7.63 -3.80
C 3.45 6.68 -3.02
C 3.26 6.88 -1.59
C 2.59 6.00 -0.80
C 2.26 4.76 -1.38
C 2.49 4.47 -2.65
C 3.08 5.47 -3.57
C 2.46 2.99 -2.89
N 2.18 2.51 -1.48
C 1.73 1.19 -1.29
O 1.76 0.37 -2.26
N 1.39 0.79 0.02
C 0.35 -0.22 0.27
C -0.58 -0.67 -0.73
C -1.52 -1.53 -0.48
C -1.67 -2.13 0.77
C -2.75 -3.13 1.09
C -3.80 -2.30 1.86
N -4.86 -2.88 2.52
C -4.63 -4.27 2.73
O -5.54 -4.88 3.34
C -3.38 -5.00 2.56
C -3.29 -6.29 3.09
C -2.03 -7.01 2.91
C -1.08 -6.51 1.99
C -1.33 -5.30 1.27
C -2.43 -4.50 1.62
C -0.83 -1.77 1.79
C 0.06 -0.72 1.61
C 1.85 3.58 -0.58
H 3.44 7.76 -0.98
H 2.29 6.31 0.18
H 3.26 5.37 -4.62
H 1.62 2.58 -3.47
H 3.37 2.56 -3.39
H 1.62 1.42 0.76
H -0.65 -0.13 -1.73
H -2.14 -1.75 -1.42
H -3.36 -3.30 0.11
H -3.84 -1.17 1.70
H -4.10 -6.74 3.71
H -1.74 -8.00 3.34
H -0.24 -7.08 1.62
H -0.54 -5.01 0.53
H -0.80 -2.12 2.79
H 0.51 -0.37 2.44
H 2.32 3.49 0.38
H 0.80 3.72 -0.32
*
```

C25H18NO3S | ωB97M-V/def2-TZVPD

The calculation puts the total energy at -1642.0932 Ha. The frontier orbital gap comes out at 3.9 eV. The relative energy (zero: lowest compared OMol25 entry of this formula, charge and spin) is 0.0 kJ/mol. The HOMO energy is -2.860 eV. The LUMO energy comes out at 1.034 eV.

```
! wB97M-V def2-TZVPD RIJCOSX def2/J DEFGRID3
* xyz -1 1
O 7.29 -3.17 -1.06
N 7.13 -1.94 -1.02
O 8.06 -1.13 -1.02
C 5.76 -1.43 -0.97
C 5.52 -0.07 -0.96
C 4.23 0.41 -0.93
C 3.14 -0.46 -0.90
C 1.79 0.10 -0.93
C 0.65 -0.60 -0.94
C -0.64 0.06 -1.21
C -1.60 -0.61 -2.11
C -1.18 -1.58 -3.01
C -2.05 -2.09 -3.95
C -3.36 -1.65 -4.00
C -3.79 -0.70 -3.09
C -2.92 -0.19 -2.15
O -0.89 1.17 -0.76
C 3.40 -1.83 -0.91
C 4.69 -2.30 -0.94
H 6.36 0.60 -0.97
H 4.06 1.47 -0.93
H 1.71 1.17 -1.05
H 0.65 -1.66 -0.80
H -0.16 -1.91 -3.00
H -1.71 -2.83 -4.66
H -4.03 -2.03 -4.75
H -4.81 -0.34 -3.14
H -3.24 0.57 -1.46
H 2.58 -2.52 -0.90
H 4.89 -3.36 -0.95
C -3.15 4.00 3.02
C -1.91 3.43 3.02
C -1.75 2.03 2.98
C -2.92 1.22 2.94
C -4.18 1.84 2.95
C -4.29 3.20 2.99
C -2.77 -0.20 2.91
C -1.54 -0.77 2.92
C -0.37 0.03 2.96
S 1.13 -0.69 2.98
C -0.49 1.41 2.99
H -3.25 5.07 3.05
H -1.03 4.05 3.04
H -5.07 1.23 2.92
H -5.26 3.66 2.99
H -3.66 -0.81 2.87
H -1.43 -1.84 2.89
H 0.40 2.02 3.02
*
```

C25H19F16O7P | ωB97M-V/def2-TZVPD

The calculation puts the total energy at -3430.1061 Ha. The frontier orbital gap comes out at 8.8 eV. The HOMO energy is -9.674 eV. The SMILES is O=C1c2ccccc2C(=O)c2c(CP(=O)(O)O)cccc21.FC(F)C(F)(F)COC(F)(F)C(F)F.FC(F)C(F)(F)COC(F)(F)C(F)F. The LUMO energy comes out at -0.917 eV.

```
! wB97M-V def2-TZVPD RIJCOSX def2/J DEFGRID3
* xyz 0 1
O 2.08 2.58 0.22
C 2.02 1.65 -0.57
C 2.24 1.84 -2.03
C 2.74 3.05 -2.50
C 2.90 3.23 -3.86
C 2.55 2.23 -4.75
C 2.02 1.03 -4.29
C 1.87 0.84 -2.93
C 1.25 -0.43 -2.44
O 0.60 -1.13 -3.19
C 1.44 -0.77 -1.00
C 1.27 -2.07 -0.52
C 1.07 -3.27 -1.42
P 2.62 -3.79 -2.17
O 2.90 -3.35 -3.54
O 3.79 -3.32 -1.17
O 2.56 -5.38 -1.95
C 1.36 -2.30 0.85
C 1.63 -1.27 1.75
C 1.84 0.01 1.27
C 1.75 0.26 -0.10
H 2.98 3.83 -1.80
H 3.29 4.17 -4.24
H 2.66 2.37 -5.82
H 1.72 0.24 -4.97
H 0.68 -4.09 -0.82
H 0.37 -3.06 -2.22
H 3.57 -3.43 -0.24
H 3.40 -5.76 -2.21
H 1.20 -3.30 1.23
H 1.69 -1.48 2.80
H 2.07 0.83 1.93
F -0.63 -1.23 7.52
C -1.89 -1.26 8.00
F -1.83 -1.36 9.34
C -2.63 -2.48 7.45
F -2.07 -3.62 7.91
F -3.89 -2.39 7.99
C -2.85 -2.57 5.94
O -1.96 -3.39 5.21
C -0.80 -2.91 4.67
F -0.65 -1.59 4.83
F -0.84 -3.15 3.33
C 0.42 -3.68 5.19
F 0.52 -3.57 6.52
F 1.53 -3.15 4.62
H -2.41 -0.34 7.73
H -3.81 -3.06 5.82
H -2.94 -1.57 5.50
H 0.34 -4.74 4.91
F -1.80 4.99 -4.93
C -1.07 5.51 -3.92
F 0.16 5.80 -4.40
C -0.92 4.51 -2.78
F -0.22 3.44 -3.20
F -0.19 5.17 -1.84
C -2.19 4.04 -2.06
O -2.71 2.78 -2.44
C -3.62 2.63 -3.44
F -4.04 3.80 -3.94
F -4.71 2.01 -2.91
C -3.10 1.70 -4.54
F -1.98 2.20 -5.08
F -4.05 1.61 -5.51
H -1.54 6.43 -3.57
H -1.88 3.90 -1.03
H -2.96 4.82 -2.07
H -2.90 0.71 -4.13
*
```

C25H19GaN5O8 | ωB97M-V/def2-TZVPD

The calculation puts the total energy at -3764.0030 Ha. The frontier orbital gap comes out at 4.6 eV. The HOMO energy is -10.937 eV. The LUMO energy comes out at -6.351 eV.

```
! wB97M-V def2-TZVPD RIJCOSX def2/J DEFGRID3
* xyz 1 1
Ga -9.32 -17.21 -6.13
O -11.12 -18.02 -6.25
C -11.61 -18.80 -7.29
C -10.65 -18.88 -8.44
C -11.04 -19.39 -9.66
C -10.18 -19.28 -10.74
C -8.87 -18.82 -10.47
C -8.54 -18.43 -9.19
N -9.49 -18.34 -8.22
H -11.88 -17.84 -5.07
H -12.56 -18.40 -7.66
H -11.88 -19.79 -6.91
H -12.06 -19.78 -9.71
H -10.51 -19.61 -11.73
H -8.12 -18.70 -11.24
H -7.49 -18.19 -8.98
N -7.64 -17.85 -6.01
C -6.84 -17.29 -5.22
C -5.70 -16.50 -5.75
C -4.41 -16.63 -5.18
C -3.32 -15.97 -5.71
C -3.46 -15.26 -6.90
C -4.72 -15.08 -7.49
C -5.85 -15.70 -6.89
C -6.97 -17.52 -3.72
C -6.28 -16.66 -2.84
C -6.37 -16.87 -1.47
C -7.14 -17.92 -0.98
C -7.85 -18.75 -1.88
C -7.77 -18.57 -3.25
H -4.31 -17.17 -4.26
H -2.39 -16.05 -5.15
H -2.63 -14.64 -7.26
H -4.90 -14.59 -8.44
H -6.86 -15.55 -7.24
H -5.79 -15.76 -3.19
H -5.92 -16.15 -0.74
H -7.24 -18.15 0.10
H -8.37 -19.61 -1.45
H -8.23 -19.22 -3.96
O -13.38 -12.06 -2.19
N -12.44 -12.02 -3.07
O -11.91 -10.92 -3.32
C -12.03 -13.17 -3.79
C -12.64 -14.34 -3.43
C -12.10 -15.50 -3.92
C -10.89 -15.50 -4.65
O -10.02 -16.48 -4.53
C -10.69 -14.29 -5.36
C -11.19 -13.06 -4.89
N -9.87 -14.29 -6.45
O -9.32 -15.42 -6.96
O -9.65 -13.24 -7.09
N -12.63 -16.71 -3.52
O -12.30 -17.86 -4.12
O -13.37 -16.77 -2.54
H -13.39 -14.47 -2.66
H -10.86 -12.11 -5.30
*
```

C25H19N5O3Os | ωB97M-V/def2-TZVPD

The calculation puts the total energy at -1553.5061 Ha. The frontier orbital gap (alpha / beta) comes out at 6.1 / 4.5 eV. The relative energy (zero: lowest compared OMol25 entry of this formula, charge and spin) is 257.1 kJ/mol. The HOMO energy (alpha / beta) is -13.377 / -13.356 eV. The LUMO energy (alpha / beta) comes out at -7.278 / -8.877 eV.

```
! wB97M-V def2-TZVPD RIJCOSX def2/J DEFGRID3
* xyz 2 5
Os 0.38 -0.14 -0.31
O -3.34 -3.98 0.80
C -3.91 -3.16 -0.08
C -5.22 -3.48 -0.47
C -5.87 -2.68 -1.38
C -5.27 -1.55 -1.94
C -3.99 -1.22 -1.56
C -3.29 -2.01 -0.62
C -1.96 -1.63 -0.23
O -1.45 -0.49 -0.79
N -1.23 -2.31 0.61
N 0.00 -1.69 0.84
C 0.61 -2.00 1.94
C 1.77 -1.45 2.64
C 1.87 -2.00 3.94
C 2.78 -1.53 4.87
C 3.62 -0.49 4.53
C 3.59 0.05 3.26
C 2.69 -0.42 2.31
O 2.92 1.51 0.87
H -2.43 -3.69 0.98
H -5.68 -4.35 -0.05
H -6.88 -2.95 -1.67
H -5.80 -0.94 -2.65
H -3.51 -0.35 -1.97
H 0.07 -2.75 2.51
H 1.20 -2.80 4.22
H 2.82 -1.98 5.86
H 4.34 -0.11 5.25
H 4.30 0.82 2.97
C 4.20 -3.93 -1.49
C 4.81 -3.20 -0.46
C 4.23 -2.05 0.02
C 3.01 -1.62 -0.53
C 2.41 -2.34 -1.59
C 3.00 -3.49 -2.05
N 2.36 -0.50 -0.09
N 2.85 0.12 1.01
C 1.77 2.26 1.04
C 1.94 3.52 1.58
C 0.83 4.33 1.68
C -0.42 3.85 1.27
C -0.50 2.59 0.75
N 0.60 1.79 0.61
H 4.68 -4.82 -1.86
H 5.76 -3.53 -0.05
H 4.72 -1.48 0.80
H 1.50 -1.98 -2.07
H 2.55 -4.04 -2.87
H 2.92 3.83 1.90
H 0.92 5.32 2.10
H -1.31 4.46 1.35
H -1.44 2.17 0.41
*
```

C25H20Br2F5GdN4O4PS | ωB97M-V/def2-TZVPD

The calculation puts the total energy at -8637.0507 Ha. The frontier orbital gap (alpha / beta) comes out at 5.6 / 4.9 eV. The HOMO energy (alpha / beta) is -4.002 / -3.345 eV. The LUMO energy (alpha / beta) comes out at 1.571 / 1.570 eV.

```
! wB97M-V def2-TZVPD RIJCOSX def2/J DEFGRID3
* xyz -1 8
Gd 0.72 -0.12 -0.12
F 4.37 1.43 5.37
C 3.32 1.47 4.52
C 3.33 0.70 3.37
F 4.39 -0.08 3.12
C 2.26 0.73 2.48
F 2.38 -0.07 1.40
C 1.14 1.56 2.76
S -0.26 1.67 1.72
C 1.16 2.33 3.93
F 0.13 3.14 4.27
C 2.24 2.28 4.80
F 2.24 3.03 5.92
Br 2.74 -0.08 -1.93
C 1.92 1.18 -3.12
C 2.66 1.51 -4.26
C 2.15 2.42 -5.18
C 0.90 3.00 -4.97
C 0.14 2.68 -3.83
C -1.11 3.28 -3.63
C -1.88 2.97 -2.51
C -1.41 2.07 -1.57
C -0.16 1.48 -1.76
C 0.65 1.76 -2.88
H 3.64 1.07 -4.44
H 2.73 2.68 -6.07
H 0.53 3.71 -5.70
H -1.51 3.99 -4.35
H -2.86 3.44 -2.37
H -1.99 1.82 -0.69
Br -5.97 2.67 -1.63
C -5.50 1.06 -0.76
C -6.48 0.20 -0.29
N -6.22 -0.97 0.34
C -4.90 -1.28 0.50
C -3.85 -0.48 0.07
C -4.17 0.72 -0.58
C -2.42 -0.90 0.30
O -2.24 -2.01 0.90
O -1.52 -0.12 -0.12
H -7.53 0.42 -0.41
H -4.71 -2.22 1.01
H -3.37 1.36 -0.92
N -0.61 -2.42 -2.43
C -0.19 -1.69 -1.70
N -0.14 -4.16 -0.67
C 0.10 -3.62 0.70
P 1.83 -3.04 0.90
O 2.71 -4.26 0.89
O 2.03 -1.95 -0.12
C 2.02 -2.25 2.54
N 3.38 -1.64 2.70
H 0.52 -4.94 -0.83
H 0.16 -3.43 -1.34
H -1.10 -4.46 -0.87
H -0.12 -4.42 1.41
H -0.59 -2.79 0.84
H 1.89 -2.97 3.34
H 1.30 -1.43 2.65
H 3.53 -1.02 1.89
H 4.08 -2.39 2.58
H 3.55 -1.13 3.58
H -0.07 -1.48 1.24
*
```

C25H20FeN9O2S | ωB97M-V/def2-TZVPD

The calculation puts the total energy at -3270.0326 Ha. The frontier orbital gap (alpha / beta) comes out at 6.0 / 6.0 eV. The relative energy (zero: lowest compared OMol25 entry of this formula, charge and spin) is 0.0 kJ/mol. The HOMO energy (alpha / beta) is -3.807 / -3.804 eV. The LUMO energy (alpha / beta) comes out at 2.223 / 2.223 eV.

```
! wB97M-V def2-TZVPD RIJCOSX def2/J DEFGRID3
* xyz -1 1
Fe 0.63 -0.78 -0.96
C 3.80 -3.64 -1.04
C 2.74 -2.80 -1.42
N 2.14 -2.02 -0.56
C 2.52 -2.01 0.74
C 3.58 -2.81 1.21
C 4.22 -3.64 0.26
C 3.94 -2.76 2.58
C 3.23 -1.93 3.41
C 2.16 -1.15 2.96
C 1.76 -1.16 1.62
N 0.78 -0.45 1.04
C -0.16 0.18 1.84
C -0.87 -0.50 2.80
C -1.92 0.11 3.52
C -2.28 1.41 3.29
C -1.55 2.16 2.34
C -1.85 3.52 2.06
C -1.10 4.20 1.15
C -0.02 3.52 0.53
N 0.28 2.28 0.74
C -0.48 1.57 1.62
H 4.27 -4.28 -1.78
H 2.37 -2.77 -2.44
H 5.04 -4.28 0.58
H 4.76 -3.37 2.94
H 3.51 -1.88 4.45
H 1.65 -0.51 3.67
H -0.64 -1.54 2.98
H -2.46 -0.48 4.26
H -3.09 1.87 3.83
H -2.67 3.99 2.58
H -1.30 5.24 0.92
H 0.60 4.05 -0.19
N -3.29 -5.52 -2.00
C -2.45 -5.05 -1.34
N -1.50 -4.63 -0.53
C -1.03 -3.44 -0.65
N -0.62 -2.34 -0.66
O 0.99 -0.89 -3.01
C 1.79 0.06 -2.85
O 2.01 0.55 -1.72
H 2.32 0.47 -3.73
C -2.62 3.66 -4.26
C -1.60 3.66 -3.12
C -1.64 2.41 -2.30
N -0.66 1.60 -2.19
N -0.90 0.53 -1.37
C -2.12 0.53 -0.89
N -2.61 -0.40 -0.06
S -3.05 1.91 -1.39
H -2.55 4.58 -4.84
H -3.64 3.58 -3.88
H -2.45 2.81 -4.93
H -1.77 4.52 -2.47
H -0.59 3.73 -3.51
H -2.06 -1.24 0.04
H -3.59 -0.41 0.16
*
```